Entry 1:
{
  "formula": "C3H7NO4S",
  "method": "the ωB97M-V functional and the def2-TZVPD basis",
  "species": ["C", "C", "C", "N", "O", "O", "O", "O", "S", "H", "H", "H", "H", "H", "H", "H"],
  "coordinates": [[1.88126, -0.69099, 0.14263], [0.46457, -0.69466, -0.44912], [-0.33519, 0.28636, 0.34528], [0.00187, 1.71138, -0.34578], [1.15258, 2.19537, 0.28966], [-2.19905, -1.37233, 0.95419], [-2.95588, 0.92492, 0.40956], [-2.32945, -0.53045, -1.33075], [-2.05762, -0.19969, 0.07201], [2.15734, 0.24936, -0.15684], [2.52193, -1.45479, -0.42162], [1.77684, -0.95461, 1.20773], [0.13911, -1.86245, -0.54048], [0.53351, -0.25814, -1.52737], [0.01208, 0.36707, 1.31996], [-0.76391, 2.28366, 0.03094]],
  "e_above_lowest_kcal_mol": 0.00,
  "energy_ev": -23735.7881,
  "e_homo_ev": 1.4404,
  "orbital_gap_ev": 5.170,
  "molar_mass_g_mol": 153.2,
  "charge": -2,
  "largest_force_ha_per_bohr": 0.095,
  "smiles": "CC[C@@H](N[O-])S(=O)(=O)[O-]"
}

Entry 2:
{
  "formula": "C3H7NOP",
  "method": "the ωB97M-V functional and the def2-TZVPD basis",
  "species": ["C", "C", "C", "N", "O", "P", "H", "H", "H", "H", "H", "H", "H"],
  "coordinates": [[-0.77086, 1.03426, -0.77446], [-0.97329, 0.93347, 0.74986], [0.18807, 0.22832, 0.08616], [0.02267, -1.26080, 0.04834], [2.90105, -0.78488, -0.05139], [2.48927, 0.56939, -0.16205], [-1.35265, 0.31365, -1.44015], [-0.48835, 1.93617, -1.33598], [-0.90279, 1.84805, 1.41123], [-1.62570, 0.23068, 1.29420], [1.10927, -1.55921, 0.00486], [-0.23533, -1.71320, -0.76286], [-0.36136, -1.77590, 0.93225]],
  "e_above_lowest_kcal_mol": 22.92,
  "energy_ev": -16041.1232,
  "e_homo_ev": -13.6835,
  "orbital_gap_ev": 8.208,
  "molar_mass_g_mol": 104.1,
  "charge": 1,
  "largest_force_ha_per_bohr": 0.112
}

Entry 3:
{
  "formula": "C3H7NORb",
  "method": "the ωB97M-V functional and the def2-TZVPD basis",
  "species": ["Rb", "C", "O", "N", "C", "C", "H", "H", "H", "H", "H", "H", "H"],
  "coordinates": [[3.00557, -2.63334, 1.72515], [0.70632, 0.44391, 0.93848], [1.44589, -0.41818, 1.34815], [-0.16039, 0.25798, -0.00477], [-0.91373, 1.39349, -0.62589], [-0.40513, -1.18224, -0.53850], [0.77064, 1.40568, 1.47052], [-0.13047, 1.89613, -1.19331], [-1.26127, 2.12549, 0.10314], [-1.71098, 1.07410, -1.29708], [-1.42601, -1.41827, -0.23820], [-0.21528, -1.06234, -1.60513], [0.29483, -1.88242, -0.08254]],
  "e_above_lowest_kcal_mol": 20.25,
  "energy_ev": -7412.2225,
  "e_homo_ev": -12.9064,
  "orbital_gap_ev": 9.284,
  "molar_mass_g_mol": 158.6,
  "charge": 1,
  "largest_force_ha_per_bohr": 0.063
}

Entry 4:
{
  "formula": "C3H7NOS",
  "method": "the ωB97M-V functional and the def2-TZVPD basis",
  "species": ["O", "C", "N", "C", "C", "S", "H", "H", "H", "H", "H", "H", "H"],
  "coordinates": [[-3.17017, 0.67907, 1.38888], [-2.15842, 0.11164, 0.90981], [-1.13018, 0.74442, 0.38335], [0.19272, 0.21980, 0.32162], [0.82835, 0.10339, -1.03562], [2.40342, -0.88843, -0.79607], [-2.17161, -0.94618, 0.70171], [-1.21373, 1.75581, 0.59401], [-0.15466, -0.86908, 0.49353], [0.82495, 0.51059, 1.10923], [1.05656, 1.14927, -1.31595], [0.33528, -0.29173, -1.89254], [2.96534, -0.34624, -1.92221]],
  "multiplicity": 2,
  "e_above_lowest_kcal_mol": 29.60,
  "energy_ev": -17595.4968,
  "e_homo_ev": [0.9194, -5.1013],
  "orbital_gap_ev": [2.630, 8.712],
  "molar_mass_g_mol": 105.2,
  "charge": -1,
  "largest_force_ha_per_bohr": 0.117
}